No. 1
{
  "formula": "C20H26FN5O3",
  "method": "wB97M-V/def2-TZVPD",
  "elements": ["C", "C", "C", "N", "C", "O", "C", "N", "N", "C", "C", "C", "C", "C", "N", "C", "C", "C", "C", "C", "N", "C", "C", "O", "C", "O", "C", "C", "F", "H", "H", "H", "H", "H", "H", "H", "H", "H", "H", "H", "H", "H", "H", "H", "H", "H", "H", "H", "H", "H", "H", "H", "H", "H", "H"],
  "positions_angstrom": [[-2.38, -0.95, -1.10], [-1.22, -0.76, -0.13], [-1.61, 0.16, 1.03], [-0.54, 0.16, 2.01], [-0.72, -0.46, 3.20], [-1.79, -0.96, 3.53], [0.47, -0.55, 4.09], [0.63, 0.25, 5.13], [1.78, -0.16, 5.69], [2.35, -1.19, 5.05], [1.53, -1.49, 3.99], [1.71, -2.54, 2.98], [2.96, -2.86, 2.47], [3.06, -3.82, 1.49], [2.02, -4.47, 0.98], [0.83, -4.17, 1.48], [0.61, -3.23, 2.47], [0.69, 0.73, 1.50], [1.18, -0.07, 0.30], [0.11, -0.34, -0.78], [0.05, 0.69, -1.83], [-0.02, 0.16, -3.19], [-0.51, 1.94, -1.60], [-0.08, 2.70, -0.76], [-1.54, 2.47, -2.59], [-0.88, 3.04, -3.69], [-1.76, 3.72, -4.55], [-0.99, 4.33, -5.68], [-0.25, 5.42, -5.23], [-2.69, -0.01, -1.55], [-2.11, -1.64, -1.90], [-3.24, -1.37, -0.58], [-1.02, -1.73, 0.34], [-1.76, 1.19, 0.68], [-2.54, -0.15, 1.50], [2.11, 0.29, 6.53], [3.27, -1.64, 5.40], [3.84, -2.33, 2.82], [4.03, -4.08, 1.07], [-0.01, -4.73, 1.06], [-0.39, -3.03, 2.84], [0.48, 1.76, 1.20], [1.44, 0.78, 2.29], [2.03, 0.44, -0.16], [1.55, -1.04, 0.65], [0.47, -1.23, -1.31], [0.04, 0.97, -3.91], [0.84, -0.48, -3.35], [-0.93, -0.42, -3.39], [-2.23, 1.68, -2.92], [-2.12, 3.23, -2.06], [-2.51, 3.03, -4.96], [-2.30, 4.51, -4.00], [-0.30, 3.60, -6.10], [-1.67, 4.67, -6.46]],
  "total_charge": 0,
  "e_above_lowest_kj_mol": 106.43,
  "smiles": "C[C@@H]1CN(C(=O)c2n[nH]cc2-c2ccncc2)CC[C@@H]1N(C)C(=O)COCCF"
}

No. 2
{
  "formula": "C52H81N11O6",
  "method": "wB97M-V/def2-TZVPD",
  "elements": ["N", "C", "C", "C", "C", "C", "H", "H", "H", "H", "H", "N", "C", "C", "C", "C", "C", "H", "H", "H", "H", "H", "C", "C", "O", "C", "O", "O", "H", "H", "H", "H", "C", "C", "O", "C", "O", "O", "H", "H", "H", "H", "C", "C", "C", "C", "N", "H", "H", "H", "H", "H", "H", "H", "C", "C", "C", "C", "N", "H", "H", "H", "H", "H", "H", "H", "C", "C", "C", "C", "N", "H", "H", "H", "H", "H", "H", "H", "C", "C", "C", "C", "N", "H", "H", "H", "H", "H", "H", "H", "C", "C", "C", "C", "N", "H", "H", "H", "H", "H", "H", "H", "C", "C", "C", "C", "N", "H", "H", "H", "H", "H", "H", "H", "C", "C", "C", "C", "N", "H", "H", "H", "H", "H", "H", "H", "C", "C", "C", "C", "N", "H", "H", "H", "H", "H", "H", "H", "C", "C", "C", "C", "N", "H", "H", "H", "H", "H", "H", "H"],
  "positions_angstrom": [[-29.00, -4.02, 12.85], [-29.78, -3.03, 12.58], [-31.02, -2.83, 13.16], [-31.43, -3.68, 14.16], [-30.55, -4.69, 14.49], [-29.38, -4.84, 13.80], [-29.44, -2.39, 11.78], [-31.72, -2.10, 12.76], [-32.37, -3.67, 14.69], [-30.79, -5.39, 15.29], [-28.69, -5.66, 13.93], [-21.54, -12.94, 9.86], [-22.60, -12.22, 10.10], [-22.53, -10.86, 10.39], [-21.31, -10.25, 10.31], [-20.21, -10.97, 10.02], [-20.39, -12.32, 9.80], [-23.57, -12.70, 10.02], [-23.44, -10.30, 10.52], [-21.28, -9.17, 10.45], [-19.24, -10.50, 9.92], [-19.55, -12.95, 9.53], [-23.02, -7.92, 7.90], [-22.89, -6.51, 7.25], [-22.86, -5.62, 8.41], [-23.00, -6.32, 9.55], [-22.81, -5.90, 10.62], [-23.27, -7.63, 9.27], [-22.09, -8.48, 7.81], [-23.86, -8.43, 7.45], [-23.73, -6.25, 6.61], [-21.96, -6.38, 6.69], [-27.14, -10.58, 15.24], [-27.24, -11.04, 13.78], [-26.07, -11.88, 13.62], [-25.27, -11.73, 14.66], [-24.18, -12.10, 14.75], [-25.85, -11.00, 15.63], [-27.94, -11.03, 15.84], [-27.24, -9.51, 15.43], [-27.24, -10.23, 13.05], [-28.12, -11.66, 13.63], [-20.94, -7.24, 13.00], [-19.54, -7.23, 13.59], [-18.77, -5.98, 13.20], [-19.48, -4.74, 13.50], [-20.05, -3.79, 13.73], [-20.92, -7.06, 11.93], [-21.59, -6.56, 13.56], [-21.43, -8.21, 13.19], [-18.95, -8.11, 13.29], [-19.58, -7.27, 14.68], [-18.65, -5.99, 12.10], [-17.75, -6.01, 13.59], [-24.42, -8.62, 12.63], [-24.80, -7.46, 13.56], [-25.55, -6.36, 12.83], [-26.81, -6.84, 12.25], [-27.75, -7.20, 11.78], [-23.64, -9.23, 13.09], [-23.91, -8.25, 11.72], [-25.29, -9.15, 12.24], [-23.90, -7.10, 14.06], [-25.40, -7.92, 14.36], [-24.96, -6.02, 11.98], [-25.83, -5.50, 13.44], [-28.65, -10.98, 7.81], [-28.16, -9.55, 7.69], [-27.58, -9.03, 8.97], [-26.70, -9.99, 9.64], [-26.01, -10.77, 10.16], [-29.46, -11.08, 8.53], [-27.84, -11.64, 8.15], [-28.95, -11.39, 6.85], [-29.02, -8.93, 7.43], [-27.44, -9.50, 6.87], [-28.34, -8.77, 9.70], [-26.93, -8.17, 8.79], [-32.43, -7.39, 13.10], [-31.88, -8.84, 13.01], [-30.34, -8.90, 12.95], [-29.70, -8.32, 14.13], [-29.26, -7.85, 15.06], [-32.64, -7.11, 14.14], [-33.38, -7.32, 12.57], [-31.72, -6.69, 12.67], [-32.24, -9.30, 12.09], [-32.21, -9.47, 13.84], [-29.96, -8.45, 12.04], [-30.04, -9.96, 12.95], [-23.10, -7.01, 17.75], [-22.37, -8.28, 18.19], [-20.96, -8.18, 18.70], [-20.87, -7.49, 19.96], [-20.80, -6.97, 20.94], [-22.51, -6.56, 16.94], [-23.25, -6.32, 18.57], [-24.07, -7.24, 17.31], [-22.33, -9.00, 17.37], [-23.00, -8.85, 18.89], [-20.32, -7.69, 17.96], [-20.53, -9.18, 18.78], [-24.92, -2.39, 12.18], [-23.57, -3.05, 12.38], [-22.45, -2.50, 11.47], [-22.88, -2.30, 10.10], [-23.23, -2.10, 9.01], [-24.83, -1.30, 12.19], [-25.64, -2.74, 12.92], [-25.30, -2.65, 11.19], [-23.63, -4.12, 12.17], [-23.22, -3.02, 13.41], [-21.60, -3.18, 11.49], [-22.08, -1.56, 11.89], [-25.57, -8.43, 18.48], [-26.17, -7.22, 17.76], [-26.24, -6.00, 18.68], [-27.17, -6.19, 19.79], [-27.93, -6.30, 20.65], [-26.18, -8.71, 19.35], [-24.58, -8.19, 18.87], [-25.54, -9.29, 17.82], [-27.10, -7.41, 17.22], [-25.46, -6.97, 16.95], [-26.60, -5.11, 18.15], [-25.26, -5.69, 19.06], [-21.31, -11.47, 16.58], [-21.28, -10.47, 15.43], [-20.57, -10.99, 14.19], [-19.25, -11.53, 14.47], [-18.18, -11.95, 14.69], [-20.28, -11.80, 16.79], [-21.92, -12.32, 16.28], [-21.61, -11.03, 17.53], [-20.88, -9.53, 15.84], [-22.32, -10.22, 15.16], [-20.51, -10.21, 13.44], [-21.17, -11.81, 13.78], [-22.47, -3.55, 18.50], [-23.04, -2.42, 17.69], [-23.15, -2.76, 16.21], [-23.99, -3.94, 15.96], [-24.64, -4.86, 15.75], [-23.23, -4.34, 18.59], [-22.28, -3.24, 19.53], [-21.57, -3.95, 18.04], [-22.40, -1.55, 17.83], [-24.01, -2.14, 18.11], [-22.16, -2.95, 15.78], [-23.56, -1.92, 15.64]],
  "total_charge": 0,
  "e_above_lowest_kj_mol": 0.00
}

No. 3
{
  "formula": "C5H10Cl2N6",
  "method": "wB97M-V/def2-TZVPD",
  "elements": ["N", "C", "N", "C", "N", "C", "C", "N", "N", "C", "Cl", "N", "Cl", "H", "H", "H", "H", "H", "H", "H", "H", "H", "H"],
  "positions_angstrom": [[-0.47, 1.97, 1.03], [-0.33, 0.58, 0.95], [-0.98, -0.14, 2.14], [-2.04, -0.79, 1.71], [-2.19, -0.80, 0.43], [-1.07, -0.17, -0.16], [-0.42, -0.42, -1.28], [0.78, 0.21, -1.39], [1.50, -0.19, -2.58], [1.61, -0.18, -0.31], [1.85, -2.08, -0.44], [1.05, 0.16, 0.91], [2.00, 0.76, 2.25], [0.02, 2.41, 1.80], [-1.34, 2.39, 0.75], [-0.83, 0.24, 3.11], [-2.78, -1.22, 2.33], [-3.10, -0.95, -0.07], [-0.88, -0.98, -2.17], [0.75, -0.52, -3.25], [2.14, -0.94, -2.34], [1.99, 0.53, -3.07], [2.75, 0.13, -0.34]],
  "total_charge": 2,
  "e_above_lowest_kj_mol": 114.65,
  "smiles": "N[C@@]12[NH+]=CNC1=CN([NH3+])[C@H](Cl)N2Cl"
}

No. 4
{
  "formula": "C29H29ClLuN2OP",
  "method": "wB97M-V/def2-TZVPD",
  "elements": ["Lu", "Cl", "P", "C", "C", "C", "C", "C", "C", "C", "C", "C", "C", "C", "C", "C", "C", "C", "C", "C", "C", "H", "H", "H", "H", "H", "H", "H", "H", "H", "H", "H", "H", "H", "H", "H", "H", "H", "C", "N", "N", "C", "O", "C", "C", "C", "C", "C", "C", "C", "C", "C", "H", "H", "H", "H", "H", "H", "H", "H", "H", "H", "H", "H"],
  "positions_angstrom": [[-0.42, -2.34, -0.66], [-1.33, -0.81, 0.98], [0.25, -0.17, -2.27], [-1.18, -0.95, -3.16], [-1.04, -1.74, -4.31], [-2.17, -2.31, -4.90], [-3.44, -2.09, -4.35], [-3.59, -1.29, -3.22], [-2.47, -0.73, -2.60], [-0.09, 1.61, -2.49], [0.72, 2.53, -1.78], [0.57, 3.91, -1.95], [-0.41, 4.41, -2.81], [-1.22, 3.52, -3.51], [-1.06, 2.14, -3.37], [1.70, -0.41, -3.35], [2.64, -1.39, -2.98], [3.77, -1.60, -3.75], [4.01, -0.81, -4.88], [3.07, 0.15, -5.27], [1.91, 0.36, -4.50], [1.49, 2.15, -1.10], [1.21, 4.60, -1.39], [-0.55, 5.49, -2.92], [-2.00, 3.91, -4.18], [-1.70, 1.47, -3.95], [-0.04, -1.92, -4.73], [-2.06, -2.94, -5.79], [-4.32, -2.55, -4.82], [-4.58, -1.10, -2.80], [-2.58, -0.09, -1.71], [2.44, -2.01, -2.09], [4.48, -2.39, -3.47], [4.93, -0.94, -5.46], [3.22, 0.76, -6.17], [1.19, 1.11, -4.80], [-0.26, -3.49, -2.25], [0.55, -3.26, -2.10], [3.07, -1.62, 4.56], [2.70, -1.56, 3.15], [2.06, -2.57, 2.49], [1.98, -2.21, 1.18], [1.26, -2.89, 0.32], [2.70, -1.02, 1.01], [3.04, -0.59, 2.27], [3.60, 0.69, 2.72], [1.20, -3.51, 3.16], [0.45, -3.13, 4.27], [-0.48, -4.02, 4.82], [-0.68, -5.27, 4.21], [0.09, -5.65, 3.10], [1.03, -4.77, 2.57], [2.68, -2.51, 5.05], [2.67, -0.75, 5.08], [4.16, -1.63, 4.68], [2.85, -0.52, 0.07], [3.02, 1.15, 3.54], [4.65, 0.59, 3.04], [3.58, 1.39, 1.87], [0.56, -2.13, 4.70], [-1.04, -3.73, 5.71], [-1.44, -5.95, 4.61], [-0.03, -6.63, 2.66], [1.63, -5.04, 1.71]],
  "total_charge": 2,
  "e_above_lowest_kj_mol": 9.05
}

No. 5
{
  "formula": "C9H20NO2Sn",
  "method": "wB97M-V/def2-TZVPD",
  "elements": ["Sn", "C", "C", "C", "C", "C", "C", "N", "O", "C", "C", "C", "H", "H", "H", "H", "H", "H", "H", "H", "H", "H", "H", "H", "H", "H", "H", "H", "H", "H", "O", "H", "H"],
  "positions_angstrom": [[1.21, 1.63, -2.03], [-1.60, 1.65, -1.09], [-1.21, 0.41, -0.13], [-1.63, -0.86, -0.83], [-1.07, -2.12, -0.21], [0.43, -2.10, -0.11], [1.02, -0.87, 0.55], [0.32, 0.44, 0.06], [1.03, 1.70, 0.43], [2.47, -0.90, -0.05], [1.12, -1.07, 2.14], [-2.02, 0.52, 1.18], [-0.97, 1.74, -1.97], [-1.43, 2.58, -0.55], [-2.59, 1.57, -1.53], [-1.47, -0.78, -1.90], [-2.72, -0.90, -0.78], [-1.50, -2.94, -0.79], [-1.30, -2.30, 0.84], [0.74, -2.28, -1.14], [0.77, -3.04, 0.31], [3.12, -1.76, 0.08], [3.15, -0.20, 0.42], [2.51, -0.57, -1.09], [2.16, -0.92, 2.45], [0.91, -2.11, 2.36], [0.51, -0.40, 2.75], [-1.76, 1.45, 1.69], [-1.95, -0.27, 1.93], [-3.09, 0.59, 0.98], [1.60, 3.65, -1.39], [1.60, 4.36, -2.03], [1.61, 4.10, -0.54]],
  "total_charge": 1,
  "e_above_lowest_kj_mol": 0.00
}

No. 6
{
  "formula": "C6H12N3S",
  "method": "wB97M-V/def2-TZVPD",
  "elements": ["C", "C", "C", "C", "C", "C", "N", "N", "N", "S", "H", "H", "H", "H", "H", "H", "H", "H", "H", "H", "H", "H"],
  "positions_angstrom": [[3.51, -0.36, -0.14], [3.56, 0.09, -1.44], [2.23, -0.54, 0.44], [1.22, -0.13, -0.44], [1.94, -1.41, 1.64], [-0.29, -0.33, -0.23], [-2.53, 0.01, -1.07], [-1.19, 0.23, -1.01], [-4.17, 1.71, 0.39], [1.88, 0.24, -2.07], [4.35, -0.40, 0.55], [4.43, 0.47, -1.85], [1.02, -1.93, 1.54], [2.69, -2.19, 1.76], [1.75, -0.91, 2.56], [-0.64, -0.87, 0.60], [-2.75, -0.88, -0.59], [-3.31, 0.69, -0.65], [-0.82, 0.74, -1.82], [-5.01, 2.12, 0.02], [-3.51, 2.40, 0.53], [-4.36, 1.25, 1.30]],
  "total_charge": 1,
  "e_above_lowest_kj_mol": 161.20
}

No. 7
{
  "formula": "C32H58N4O15",
  "method": "wB97M-V/def2-TZVPD",
  "elements": ["C", "C", "C", "O", "C", "O", "O", "H", "H", "H", "H", "H", "H", "C", "O", "C", "O", "O", "C", "H", "H", "H", "H", "H", "H", "C", "O", "C", "O", "O", "C", "H", "H", "H", "H", "H", "H", "C", "O", "C", "O", "O", "C", "H", "H", "H", "H", "H", "H", "C", "O", "C", "O", "O", "C", "H", "H", "H", "H", "H", "H", "C", "C", "C", "C", "N", "H", "H", "H", "H", "H", "H", "H", "C", "C", "C", "C", "N", "H", "H", "H", "H", "H", "H", "H", "C", "C", "C", "C", "N", "H", "H", "H", "H", "H", "H", "H", "C", "C", "C", "C", "N", "H", "H", "H", "H", "H", "H", "H"],
  "positions_angstrom": [[-14.24, 8.24, 22.10], [-14.48, 8.85, 20.68], [-15.86, 9.47, 20.41], [-15.62, 10.84, 20.03], [-14.35, 11.10, 20.22], [-13.89, 12.21, 20.14], [-13.70, 10.02, 20.56], [-14.63, 7.24, 22.24], [-14.72, 8.92, 22.82], [-13.17, 8.31, 22.38], [-14.30, 8.20, 19.84], [-16.57, 9.45, 21.19], [-16.31, 8.99, 19.54], [-10.23, 2.62, 25.78], [-10.28, 3.79, 26.54], [-10.43, 4.92, 25.90], [-10.40, 5.03, 24.46], [-10.55, 6.06, 26.66], [-10.70, 7.27, 26.00], [-9.67, 1.81, 26.26], [-9.81, 2.76, 24.79], [-11.26, 2.41, 25.57], [-10.54, 8.16, 26.67], [-11.61, 7.31, 25.60], [-9.88, 7.31, 25.22], [-10.38, 7.24, 22.38], [-10.62, 7.89, 21.14], [-11.31, 7.30, 20.10], [-11.95, 6.09, 20.30], [-11.14, 7.83, 18.92], [-11.64, 7.26, 17.77], [-11.32, 7.06, 22.84], [-9.83, 7.96, 23.06], [-9.86, 6.29, 22.38], [-11.56, 6.19, 17.79], [-11.17, 7.70, 16.94], [-12.71, 7.60, 17.69], [-12.56, 14.80, 19.75], [-11.92, 14.71, 21.02], [-10.66, 15.13, 21.18], [-9.86, 15.51, 20.15], [-10.18, 15.08, 22.41], [-8.72, 15.13, 22.68], [-12.18, 13.97, 19.23], [-12.26, 15.77, 19.25], [-13.63, 14.65, 19.86], [-8.55, 15.54, 23.66], [-8.24, 15.73, 21.94], [-8.39, 14.12, 22.78], [-10.34, 15.48, 16.26], [-10.05, 14.20, 16.78], [-10.84, 13.20, 16.66], [-11.80, 13.04, 15.72], [-10.59, 12.30, 17.56], [-11.40, 11.16, 17.60], [-9.66, 16.25, 16.71], [-11.33, 15.74, 16.50], [-10.18, 15.47, 15.20], [-12.43, 11.38, 17.96], [-11.06, 10.27, 18.11], [-11.47, 10.85, 16.55], [-8.18, 9.31, 17.81], [-8.03, 8.66, 19.18], [-7.87, 7.12, 19.22], [-7.38, 6.65, 20.55], [-6.95, 6.30, 21.60], [-8.62, 10.31, 17.87], [-8.96, 8.75, 17.30], [-7.36, 9.24, 17.11], [-8.91, 8.95, 19.74], [-7.20, 9.05, 19.73], [-7.29, 6.80, 18.34], [-8.85, 6.69, 19.08], [-6.04, 12.03, 18.94], [-6.51, 13.34, 19.54], [-7.41, 14.25, 18.71], [-6.73, 14.64, 17.44], [-6.19, 14.84, 16.42], [-6.84, 11.37, 18.63], [-5.41, 11.43, 19.70], [-5.38, 12.23, 18.07], [-5.67, 13.97, 19.77], [-7.00, 13.20, 20.51], [-7.64, 15.16, 19.30], [-8.35, 13.65, 18.45], [-6.92, 9.35, 22.82], [-6.62, 10.85, 22.48], [-6.41, 11.76, 23.70], [-7.60, 11.84, 24.61], [-8.60, 11.87, 25.22], [-6.08, 8.95, 23.36], [-7.00, 8.80, 21.89], [-7.78, 9.23, 23.40], [-7.46, 11.31, 21.93], [-5.74, 10.88, 21.83], [-6.16, 12.77, 23.47], [-5.51, 11.56, 24.29], [-9.78, 12.01, 20.49], [-10.42, 10.97, 21.32], [-11.01, 11.60, 22.64], [-11.25, 10.48, 23.57], [-11.41, 9.64, 24.32], [-9.20, 12.69, 21.10], [-10.53, 12.54, 19.97], [-9.11, 11.55, 19.80], [-9.64, 10.25, 21.56], [-11.11, 10.33, 20.73], [-11.95, 12.10, 22.48], [-10.32, 12.28, 23.09]],
  "total_charge": 0,
  "e_above_lowest_kj_mol": 0.00,
  "smiles": "C[C@H]1COC(=O)O1.COC(=O)OC.COC(=O)OC.COC(=O)OC.COC(=O)OC.CCCC#N.CCCC#N.CCCC#N.CCCC#N"
}

Across the entries above, energy takes the values -1377.07106, -3083.68894, -1444.71822, -3343.82502, -774.08750, -797.96876, -2601.52653 hartree, respectively.
Across the entries above, HOMO takes the values -9.0629, -9.6443, -16.7779, -14.1031, -11.5590, -12.4958, -10.0188 eV, respectively.
Across the entries above, gap between HOMO and LUMO takes the values 9.72, 9.69, 9.42, 6.98, 6.80, 7.91, 10.32 eV, respectively.